P.
{"formula": "C4H12N2S", "method": "ωB97M-V with the def2-TZVPD basis set", "species": ["H", "N", "C", "N", "H", "H", "H", "C", "C", "C", "S", "H", "H", "H", "H", "H", "H", "H", "H"], "positions_angstrom": [[0.369, -0.067, 1.463], [0.855, 0.783, 1.783], [0.008, 1.745, 1.814], [0.230, 3.065, 2.303], [-1.073, 1.669, 1.533], [-0.520, 3.249, 2.979], [0.039, 3.744, 1.537], [1.186, -1.318, -2.208], [0.289, -0.527, -1.295], [-0.518, -1.516, -0.404], [-2.045, -0.612, 0.103], [1.747, -0.740, -2.925], [0.585, -1.955, -2.870], [1.923, -1.917, -1.603], [0.859, 0.185, -0.739], [-0.501, 0.069, -1.845], [0.064, -1.899, 0.506], [-0.872, -2.355, -0.932], [-2.627, -1.604, 0.801]], "lowdin_charge": [-0.01, 0.11, -0.38, -0.01, 0.07, 0.07, 0.08, -0.13, -0.35, -0.55, 0.70, 0.06, 0.08, 0.10, 0.07, 0.10, 0.10, 0.04, -0.14], "homo_ev": -9.216, "total_charge": 0, "orbital_gap_ha": 0.36360, "smiles": "[H]/N=C/N.CCCS"}

---

Q.
{"formula": "C4H12N2S", "method": "ωB97M-V with the def2-TZVPD basis set", "species": ["N", "C", "C", "N", "C", "C", "S", "H", "H", "H", "H", "H", "H", "H", "H", "H", "H", "H", "H"], "positions_angstrom": [[-1.492, 1.212, 0.113], [-2.069, -0.102, -0.323], [-1.057, -0.927, -1.123], [0.300, -1.181, -0.538], [1.357, -0.163, -0.326], [1.496, 0.107, 1.169], [2.064, 1.788, 1.668], [-0.711, 1.109, 0.712], [-1.070, 1.671, -0.668], [-2.566, -0.683, 0.510], [-2.861, -0.007, -1.134], [-1.656, -1.787, -1.484], [-0.928, -0.483, -2.141], [0.670, -1.754, -1.264], [2.321, -0.449, -0.625], [0.950, 0.750, -0.813], [2.189, -0.575, 1.775], [0.547, -0.123, 1.660], [2.516, 1.596, 2.831]], "lowdin_charge": [0.02, -0.25, -0.25, -0.07, -0.28, -0.56, 0.70, -0.01, 0.05, 0.12, 0.12, 0.11, 0.11, 0.08, 0.10, 0.10, 0.09, 0.05, -0.22], "homo_ev": -9.091, "total_charge": 0, "orbital_gap_ha": 0.36718, "smiles": "NCCNCCS"}

---

R.
{"formula": "C4H12N2S", "method": "ωB97M-V with the def2-TZVPD basis set", "species": ["C", "N", "C", "C", "N", "C", "S", "H", "H", "H", "H", "H", "H", "H", "H", "H", "H", "H", "H"], "positions_angstrom": [[-1.129, -2.302, 0.605], [-0.021, -1.778, -0.185], [0.431, -0.385, -0.136], [1.338, -0.365, 1.295], [1.800, 0.988, 1.594], [-0.673, 0.546, -0.174], [-0.883, 1.646, -1.661], [-0.773, -2.617, 1.580], [-1.779, -1.474, 0.754], [-1.597, -3.281, 0.244], [0.785, -2.369, -0.164], [1.199, -0.184, -1.005], [2.215, -1.029, 1.140], [0.728, -0.962, 2.014], [1.638, 1.635, 0.837], [1.695, 1.272, 2.595], [-1.500, -0.083, -0.378], [-0.942, 0.880, 0.860], [0.196, 2.432, -1.301]], "lowdin_charge": [-0.12, -0.12, -0.41, -0.23, -0.02, -0.58, 0.70, 0.06, 0.05, 0.10, 0.09, 0.16, 0.09, 0.10, 0.05, 0.09, 0.02, 0.11, -0.14], "homo_ev": -8.100, "total_charge": 0, "orbital_gap_ha": 0.32964, "smiles": "CN[C@H](CN)CS"}

---

Going by the energies, P is most stable and the next is 0.0257 hartree up.

---

P.
{"formula": "C5H8N2S", "method": "ωB97M-V with the def2-TZVPD basis set", "species": ["H", "N", "C", "N", "C", "C", "C", "C", "S", "H", "H", "H", "H", "H", "H", "H"], "positions_angstrom": [[0.490, 3.052, -0.656], [0.569, 2.370, 0.105], [0.011, 1.306, -0.260], [-0.674, 1.057, -1.406], [-1.033, -0.282, -1.495], [-0.832, -0.898, -0.317], [-1.045, -2.325, -0.016], [-0.213, 0.062, 0.639], [1.465, -0.502, 1.234], [-0.523, 1.584, -2.262], [-1.565, -0.677, -2.360], [-0.117, -2.881, 0.145], [-1.554, -2.824, -0.869], [-1.669, -2.505, 0.910], [-0.888, 0.382, 1.465], [1.797, 0.746, 1.700]], "lowdin_charge": [0.05, 0.12, -0.50, 0.06, -0.06, -0.36, -0.08, -0.50, 0.73, 0.15, 0.13, 0.07, 0.09, 0.10, 0.13, -0.12], "homo_ev": -8.155, "total_charge": 0, "orbital_gap_ha": 0.32798, "smiles": "[H]/N=C1\\NC=C(C)[C@H]1S"}

---

Q.
{"formula": "C5H8N2S", "method": "ωB97M-V with the def2-TZVPD basis set", "species": ["H", "N", "C", "C", "C", "C", "N", "S", "C", "H", "H", "H", "H", "H", "H", "H"], "positions_angstrom": [[0.466, 2.259, -0.332], [-0.505, 2.135, -0.064], [-0.825, 0.902, -0.060], [-2.168, 0.368, 0.287], [-2.157, -0.949, 0.253], [-0.787, -1.456, -0.138], [-0.062, -0.224, -0.368], [1.603, -0.182, -0.621], [2.244, -0.142, 1.075], [-2.982, 1.056, 0.539], [-3.002, -1.585, 0.445], [-0.365, -2.049, 0.616], [-0.827, -2.080, -1.056], [2.006, -1.064, 1.627], [3.349, -0.043, 1.006], [1.829, 0.704, 1.621]], "lowdin_charge": [0.01, 0.12, -0.48, -0.02, -0.05, -0.20, -0.44, 0.89, -0.39, 0.12, 0.10, 0.09, 0.13, 0.03, 0.04, 0.03], "homo_ev": -8.914, "total_charge": 0, "orbital_gap_ha": 0.35666, "smiles": "[H]/N=C1/C=CCN1SC"}

---

Going by the energies, P is most stable and the next is 0.0070 hartree up.

---

P.
{"formula": "O2", "method": "ωB97M-V with the def2-TZVPD basis set", "species": ["O", "O"], "positions_angstrom": [[0.000, 0.000, 0.695], [0.000, 0.000, -0.695]], "lowdin_charge": [0.00, 0.00], "homo_ev": -11.326, "total_charge": 0, "orbital_gap_ha": 0.28515, "smiles": "O=O"}

---

Q.
{"formula": "O2", "method": "ωB97M-V with the def2-TZVPD basis set", "species": ["O", "O"], "positions_angstrom": [[-0.332, -0.299, 0.827], [0.332, 0.299, -0.827]], "lowdin_charge": [0.00, 0.00], "homo_ev": -12.971, "total_charge": 0, "orbital_gap_ha": 0.26949}

---

Going by the energies, P is most stable and the next is 0.1771 hartree up.

---

P.
{"formula": "O2", "method": "ωB97M-V with the def2-TZVPD basis set", "species": ["O", "O"], "positions_angstrom": [[0.000, 0.000, 0.740], [0.000, 0.000, -0.740]], "lowdin_charge": [0.00, 0.00], "homo_ev": -11.789, "total_charge": 0, "orbital_gap_ha": 0.28250, "smiles": "O=O"}

---

Q.
{"formula": "O2", "method": "ωB97M-V with the def2-TZVPD basis set", "species": ["O", "O"], "positions_angstrom": [[0.672, -0.284, 0.602], [-0.672, 0.284, -0.602]], "lowdin_charge": [0.00, 0.00], "homo_ev": -12.989, "total_charge": 0, "orbital_gap_ha": 0.26914}

---

Going by the energies, P is most stable and the next is 0.1487 hartree up.

---

P.
{"formula": "C5H6OS", "method": "ωB97M-V with the def2-TZVPD basis set", "species": ["C", "C", "C", "C", "C", "H", "H", "H", "H", "H", "H", "O", "S"], "positions_angstrom": [[-0.320, 0.723, 0.912], [-0.488, -0.835, 0.775], [-0.483, 0.880, -0.585], [0.688, 0.140, -1.021], [0.662, -1.039, -0.251], [-0.993, 1.313, 1.536], [0.725, 0.915, 1.142], [-0.623, -1.534, 1.554], [-0.788, 1.912, -0.766], [0.911, 0.128, -2.087], [0.870, -2.090, -0.737], [1.741, -0.130, -0.027], [-1.900, -0.385, -0.447]], "lowdin_charge": [-0.25, -0.33, -0.44, -0.29, -0.31, 0.12, 0.11, 0.09, 0.12, 0.16, 0.19, -0.01, 0.86], "homo_ev": -8.648, "total_charge": 0, "orbital_gap_ha": 0.34465}

---

Q.
{"formula": "C5H6OS", "method": "ωB97M-V with the def2-TZVPD basis set", "species": ["C", "C", "S", "C", "C", "C", "O", "H", "H", "H", "H", "H", "H"], "positions_angstrom": [[1.276, 1.135, -0.124], [1.827, -0.012, 0.009], [1.037, -1.689, -0.039], [-0.550, -0.862, -0.400], [-1.948, -0.672, 0.028], [-0.781, 0.272, 0.391], [-0.060, 1.437, -0.258], [2.042, 2.019, 0.121], [2.975, -0.055, 0.370], [-0.554, -0.673, -1.586], [-2.386, -0.952, 0.913], [-2.437, -0.183, -0.872], [-0.441, 0.236, 1.448]], "lowdin_charge": [-0.29, -0.41, 0.85, -0.61, 0.00, -0.30, -0.08, 0.16, 0.12, 0.17, 0.08, 0.14, 0.16], "homo_ev": -8.332, "total_charge": 0, "orbital_gap_ha": 0.33870, "smiles": "C1=CS[C@H]2C[C@@H]2O1"}

---

Going by the energies, P is most stable and the next is 0.0493 hartree up.

---

P.
{"formula": "C5H6OS", "method": "ωB97M-V with the def2-TZVPD basis set", "species": ["C", "C", "C", "C", "O", "C", "S", "H", "H", "H", "H", "H", "H"], "positions_angstrom": [[0.787, 1.875, -0.303], [1.799, 1.082, 0.201], [2.142, -0.352, -0.008], [1.202, -1.353, -0.177], [-0.090, -1.204, -0.339], [-0.815, -0.551, 0.453], [-2.311, 0.226, -0.011], [0.233, 1.393, -1.207], [0.224, 2.828, 0.148], [2.330, 1.331, 1.133], [3.242, -0.760, 0.146], [1.441, -2.336, 0.072], [-0.464, -0.656, 1.591]], "lowdin_charge": [-0.02, -0.20, -0.06, -0.17, -0.08, -0.69, 0.55, 0.08, 0.11, 0.09, 0.15, 0.10, 0.14], "homo_ev": -8.788, "total_charge": 0, "orbital_gap_ha": 0.32210, "smiles": "C=C/C=C\\OC=S"}

---

Q.
{"formula": "C5H6OS", "method": "ωB97M-V with the def2-TZVPD basis set", "species": ["S", "C", "C", "C", "C", "O", "C", "H", "H", "H", "H", "H", "H"], "positions_angstrom": [[0.932, -0.804, -3.204], [0.788, 0.200, -1.824], [0.030, 0.074, -0.598], [-0.439, -1.018, 0.062], [-0.723, -0.637, 1.449], [-0.644, 0.811, 1.492], [0.122, 1.213, 0.329], [1.190, 1.332, -1.769], [-0.424, -2.037, -0.149], [-0.095, -1.322, 1.967], [-1.768, -1.011, 1.653], [-0.276, 2.055, -0.029], [1.307, 1.143, 0.620]], "lowdin_charge": [0.58, -0.58, -0.34, 0.01, -0.18, -0.09, -0.16, 0.11, 0.11, 0.12, 0.15, 0.09, 0.19], "homo_ev": -8.820, "total_charge": 0, "orbital_gap_ha": 0.28260, "smiles": "S=CC1=CCOC1"}

---

Going by the energies, Q is most stable and the next is 0.0313 hartree up.